# 1
C3H11NO2S | ωB97M-V/def2-TZVPD

The SMILES is N[C@H](CO)CS.O. For the energy above the lowest of the compared OMol25 structures with the same formula, charge and spin, the calculation gives 161.0 kJ/mol. As for the total energy: -724.250404 Ha.

```
! RIJCOSX wB97M-V def2-TZVPD def2/J DEFGRID3
* xyz 0 1
N 0.51236 0.99877 0.92273
C 1.12722 0.21396 -0.19285
C 0.34084 0.87436 -1.45126
O -0.87054 1.28814 -0.87743
C 0.87003 -1.24163 -0.18966
S 1.70997 -2.01825 1.20731
H -0.56312 0.94560 0.89700
H 0.72722 2.01535 0.90519
H 2.25004 0.41009 -0.26093
H 0.18356 0.08929 -2.24422
H 0.93897 1.76337 -1.58785
H -1.42178 0.51860 -0.77092
H 1.16832 -1.88419 -1.08177
H -0.21145 -1.31354 -0.01002
H 2.34154 -0.91903 1.62586
O -2.72598 -0.61155 0.90628
H -3.42158 -0.12986 0.47764
H -2.95564 -0.99946 1.72491
*
```



# 2
C3H11NO2S | ωB97M-V/def2-TZVPD

The SMILES is N[C@H](CO)CS.O. For the energy above the lowest of the compared OMol25 structures with the same formula, charge and spin, the calculation gives 95.1 kJ/mol. As for the total energy: -724.275515 Ha.

```
! RIJCOSX wB97M-V def2-TZVPD def2/J DEFGRID3
* xyz 0 1
N -0.95650 -0.15307 -0.37518
C -0.40702 0.84277 0.55659
C -0.22020 2.27757 -0.06844
O 0.07372 2.13780 -1.43271
C 0.86981 0.28815 1.16388
S 0.74510 -1.20514 2.24452
H -0.11604 -0.52652 -0.88352
H -1.60386 0.33724 -1.01344
H -1.08462 0.96520 1.43106
H 0.47518 2.81534 0.57772
H -1.17050 2.79713 -0.05939
H 0.98438 1.97263 -1.69042
H 1.41694 1.13742 1.62002
H 1.78640 0.00452 0.54444
H -0.49082 -1.49773 1.65167
O 0.06743 -3.76894 -1.54754
H -0.75655 -4.11433 -1.90057
H 0.38715 -4.31004 -0.81869
*
```



# 3
C3H11NO2S | ωB97M-V/def2-TZVPD

The SMILES is N[C@H](CO)CS.O. For the energy above the lowest of the compared OMol25 structures with the same formula, charge and spin, the calculation gives 131.2 kJ/mol. As for the total energy: -724.261776 Ha.

```
! RIJCOSX wB97M-V def2-TZVPD def2/J DEFGRID3
* xyz 0 1
N -2.25491 -0.19739 0.80934
C -1.24525 0.35423 -0.14740
C -1.66746 0.54980 -1.59607
O -2.95956 1.09792 -1.77098
C 0.10514 -0.60448 -0.07101
S 0.46355 -1.04933 1.63329
H -2.73237 -1.01545 0.43301
H -3.02534 0.46488 0.67568
H -0.76546 1.24040 0.27922
H -1.45978 -0.34937 -2.21178
H -0.90631 1.20910 -2.00980
H -3.47902 0.91650 -0.98891
H 0.80976 -0.00931 -0.61672
H -0.22859 -1.56516 -0.46210
H 0.03179 -2.27343 1.42923
O 6.18873 0.26472 1.85600
H 6.26909 1.14472 1.45726
H 6.85600 -0.17835 1.30175
*
```



# 4
C3H11NO2S | ωB97M-V/def2-TZVPD

The SMILES is N[C@H](CO)CS.O. For the energy above the lowest of the compared OMol25 structures with the same formula, charge and spin, the calculation gives 34.1 kJ/mol. As for the total energy: -724.298760 Ha.

```
! RIJCOSX wB97M-V def2-TZVPD def2/J DEFGRID3
* xyz 0 1
N -0.58829 0.09653 -1.28504
C 0.47139 -0.03243 -0.29728
C 1.66369 -0.68504 -0.99239
O 2.79381 -0.88348 -0.12558
C 0.06499 -0.78355 0.94674
S -0.62306 0.22437 2.30590
H -0.71480 0.97490 -1.75427
H -1.42884 -0.41120 -1.09681
H 0.79633 0.99880 -0.08689
H 1.96782 -0.07704 -1.83176
H 1.36858 -1.68241 -1.31424
H 2.81154 -0.12907 0.47482
H 0.94509 -1.27056 1.34525
H -0.66295 -1.54709 0.73320
H 0.50267 0.44776 2.98880
O -3.25897 1.19863 -0.01947
H -3.48969 1.95155 -0.58217
H -2.61930 1.60934 0.59120
*
```



# 5
C3H11NO3 | ωB97M-V/def2-TZVPD

The SMILES is CCC(N)=O.O.O. For the energy above the lowest of the compared OMol25 structures with the same formula, charge and spin, the calculation gives 89.0 kJ/mol. As for the total energy: -401.379163 Ha.

```
! RIJCOSX wB97M-V def2-TZVPD def2/J DEFGRID3
* xyz 0 1
C -0.82645 1.40190 -2.76303
C -0.50258 -0.05073 -3.02448
C 0.09917 -0.76664 -1.80044
N -0.83093 -1.42475 -1.01644
O 1.28996 -0.71765 -1.59593
H -0.12573 1.91106 -2.10437
H -1.84969 1.52146 -2.40957
H -0.77368 1.92645 -3.71905
H -1.41486 -0.58772 -3.30716
H 0.21357 -0.18870 -3.83033
H -1.72896 -1.24643 -1.37536
H -0.36449 -2.00890 -0.34376
O 0.37814 0.03025 6.40669
H -0.42476 0.25876 5.90006
H 0.98307 0.73729 6.10481
O 0.43000 0.85174 1.97312
H 1.27676 0.63200 1.58099
H 0.27992 1.75485 1.72049
*
```



# 6
C3H11NO3 | ωB97M-V/def2-TZVPD

The SMILES is C[C@@H](N)C=O.O.O. For the energy above the lowest of the compared OMol25 structures with the same formula, charge and spin, the calculation gives 196.1 kJ/mol. As for the total energy: -401.338368 Ha.

```
! RIJCOSX wB97M-V def2-TZVPD def2/J DEFGRID3
* xyz 0 1
C 0.39411 -0.80106 -0.21022
C 1.23615 0.26475 -0.97534
N 1.09815 -0.10312 -2.43942
C 0.62380 1.65507 -0.84183
O -0.43693 1.84650 -0.29814
H 0.93247 -1.77903 -0.21613
H -0.62056 -0.66602 -0.57350
H 0.35893 -0.52453 0.85725
H 2.30681 0.24037 -0.78454
H 0.18491 0.02534 -2.80684
H 1.45028 -1.03118 -2.45172
H 1.20298 2.56241 -1.19039
O -2.36452 -1.90549 1.55437
H -1.52309 -1.88245 1.07179
H -2.84704 -1.08069 1.48574
O -0.37613 1.26751 2.74028
H -1.10029 0.90236 3.25369
H -0.52002 1.00927 1.82495
*
```



# 7
C3H11NO3 | ωB97M-V/def2-TZVPD

The SMILES is CNC(C)=O.O.O. For the energy above the lowest of the compared OMol25 structures with the same formula, charge and spin, the calculation gives 83.3 kJ/mol. As for the total energy: -401.381331 Ha.

```
! RIJCOSX wB97M-V def2-TZVPD def2/J DEFGRID3
* xyz 0 1
C -0.11783 1.82164 -0.76826
N -0.19453 1.09831 0.48956
C -1.02266 0.03347 0.72561
C -1.82711 -0.50197 -0.48669
O -1.08005 -0.46260 1.89211
H -0.53938 2.82752 -0.63438
H 0.90366 1.84694 -1.18064
H -0.65629 1.27496 -1.56984
H 0.50001 1.45238 1.14822
H -2.47763 -1.18277 0.14841
H -1.05096 -0.98672 -1.12301
H -2.28947 0.41232 -0.91798
O 1.84961 -0.88223 -1.30754
H 2.16277 -1.76491 -1.52925
H 1.83080 -0.96772 -0.31799
O 1.60621 -1.16971 1.52867
H 0.65641 -0.95818 1.74397
H 1.74642 -1.89074 2.15903
*
```



# 8
C3H11NO3 | ωB97M-V/def2-TZVPD

The SMILES is CCNC=O.O.O. For the energy above the lowest of the compared OMol25 structures with the same formula, charge and spin, the calculation gives 140.8 kJ/mol. As for the total energy: -401.359431 Ha.

```
! RIJCOSX wB97M-V def2-TZVPD def2/J DEFGRID3
* xyz 0 1
C -2.77908 -0.86733 0.55053
C -1.90478 -1.55971 -0.55560
N -0.66612 -0.76900 -0.86211
C 0.55542 -1.40924 -0.84945
O 1.62498 -0.84929 -0.76628
H -3.61027 -1.56078 0.59156
H -3.17230 0.08414 0.15741
H -2.11211 -0.60366 1.37361
H -1.74232 -2.58211 -0.24924
H -2.47870 -1.49128 -1.48841
H -0.91590 0.13024 -0.48244
H 0.50569 -2.45515 -1.16180
O 1.93217 2.21147 0.07021
H 1.81002 1.32966 -0.29961
H 1.85067 2.72974 -0.75233
O 3.85782 2.67374 1.93629
H 3.97175 1.83921 1.47300
H 3.27305 3.14936 1.31467
*
```



# 9
C3H11NO3 | ωB97M-V/def2-TZVPD

The SMILES is C=CN=C.O.O.O. For the energy above the lowest of the compared OMol25 structures with the same formula, charge and spin, the calculation gives 282.1 kJ/mol. As for the total energy: -401.305597 Ha.

```
! RIJCOSX wB97M-V def2-TZVPD def2/J DEFGRID3
* xyz 0 1
C -1.35166 1.86375 0.16139
C -2.23785 0.86719 -0.03525
N -1.80581 -0.36645 -0.46025
C -1.30332 -1.39921 0.04079
H -0.33155 1.52080 0.05900
H -1.56004 2.80991 0.63072
H -3.30403 1.02441 0.08282
H -1.06679 -2.29006 -0.53872
H -1.06928 -1.38388 1.11877
O 0.64620 -0.54534 -1.87714
H -0.23666 -0.49666 -1.45092
H 1.00399 0.23392 -2.30431
O 1.03562 -0.04771 2.17277
H 1.40791 -0.13842 1.27695
H 1.63217 -0.59930 2.67720
O 2.91412 -0.05060 -0.25228
H 2.14119 -0.20540 -0.83010
H 3.48578 -0.79695 -0.47147
*
```



# 10
C3H11NO3 | ωB97M-V/def2-TZVPD

The SMILES is NC(CO)CO.O. For the energy above the lowest of the compared OMol25 structures with the same formula, charge and spin, the calculation gives 230.5 kJ/mol. As for the total energy: -401.325263 Ha.

```
! RIJCOSX wB97M-V def2-TZVPD def2/J DEFGRID3
* xyz 0 1
N 0.18560 -0.15431 -1.33601
C 0.60013 0.44228 -0.01667
C 1.76936 -0.17336 0.66943
O 2.99023 0.22988 0.20197
C -0.76279 0.69530 0.84689
O -2.02090 1.19569 0.38770
H 0.88900 -0.46376 -2.02058
H -0.47245 0.60361 -1.79754
H 0.88336 1.44021 -0.29844
H 1.68310 0.11099 1.75012
H 1.63020 -1.25946 0.65292
H 3.23819 1.02883 0.66569
H -0.91129 -0.28251 1.31745
H -0.41041 1.42412 1.65261
H -2.34348 0.43382 -0.10345
O -2.64538 -1.55705 -0.89507
H -2.48113 -2.31283 -0.31278
H -1.82133 -1.40146 -1.36423
*
```